Entry 1:
Below is 2 unconnected molecules or ions with the total composition C7H10NO, with properties calculated with ωB97M-V with the def2-TZVPD basis set.

The HOMO-LUMO gap (alpha / beta) is 7.09 / 7.10 eV. The HOMO energy (alpha / beta) comes out at -12.29 / -12.29 eV. The calculation puts the LUMO energy (alpha / beta) at -5.19 / -5.19 eV. As for the charge: +1. The spin multiplicity is 1.

Geometry as XYZ:
```
19
Properties=species:S:1:pos:R:3:forces:R:3:lowdin_charge:R:1
C -1.736 0.266 -0.938 0.17 -0.36 1.66 -0.06
C -1.280 -1.019 -0.807 -0.17 -0.64 0.22 -0.12
C -2.382 1.402 -0.934 -0.17 -2.04 -1.24 0.08
C -1.012 -1.627 0.508 -0.52 -0.37 -2.42 0.16
C 1.912 -0.664 0.960 2.25 1.88 0.20 -0.15
C 1.361 1.141 -0.312 -0.59 -1.95 2.23 -0.01
C 0.314 0.902 0.540 2.06 -1.00 -0.31 -0.08
N 2.276 0.106 -0.232 -5.21 0.23 0.48 0.07
O 0.581 -0.360 1.178 -2.66 1.31 -0.03 -0.14
H -3.349 1.220 -1.447 0.09 0.73 0.78 0.12
H -1.990 2.366 -0.690 0.06 0.41 -0.18 0.08
H -1.667 -1.399 1.356 0.68 0.52 -0.18 0.11
H -0.485 -2.627 0.605 -0.69 1.43 -0.44 0.12
H 1.967 -1.741 0.750 0.69 0.36 0.82 0.15
H 2.554 -0.060 1.770 -1.26 -2.41 -0.74 0.20
H 1.452 2.036 -0.830 0.53 1.20 -1.24 0.12
H -0.564 1.448 0.810 0.12 0.04 0.28 0.11
H 3.181 0.112 -0.471 3.82 0.49 -1.41 0.10
H -1.133 -1.503 -1.817 0.81 0.18 1.52 0.14
```
Forces are in eV/Å.

***

Entry 2:
Below is a single C7H10NO2PS molecule, with properties calculated with ωB97M-V with the def2-TZVPD basis set.

The HOMO-LUMO gap is 8.19 eV. The HOMO energy comes out at -8.20 eV. The calculation puts the LUMO energy at -0.02 eV. As for the charge: 0. The spin multiplicity is 1.

Geometry as XYZ:
```
22
Properties=species:S:1:pos:R:3:forces:R:3:lowdin_charge:R:1
C 2.244 -1.526 -0.695 -0.04 2.31 -2.15 -0.11
C 1.968 -0.431 -1.659 -1.45 -0.06 1.52 -0.02
C 1.651 -1.717 0.428 -2.09 -0.22 2.20 -0.15
C 0.888 0.362 -1.438 1.62 -3.19 2.07 0.01
C 0.501 -0.812 0.827 1.38 -2.11 1.63 -0.56
C 0.007 -0.029 -0.276 -2.45 3.01 -3.50 -0.36
C -2.095 1.064 -1.136 3.02 -0.82 -4.02 -0.12
N -1.241 0.324 -0.289 0.96 -1.99 2.46 -0.03
O -1.680 0.192 2.719 -1.96 -1.25 -1.22 -0.35
O -0.264 1.913 3.864 -0.06 1.12 1.68 -0.34
P -0.604 1.347 2.438 0.08 0.67 -1.66 0.50
S 1.233 0.252 2.211 -0.75 -0.67 -0.81 0.66
H 3.083 -2.061 -0.871 2.45 -1.94 -0.92 0.07
H 2.662 -0.409 -2.465 0.15 0.58 -0.70 0.09
H 1.942 -2.552 1.070 -0.15 0.50 0.07 0.12
H 0.565 1.131 -2.028 -0.54 1.80 -1.53 0.06
H -0.316 -1.460 1.187 0.29 0.65 0.34 0.12
H -2.424 1.899 -0.600 -0.89 1.27 0.58 0.05
H -1.509 1.405 -2.127 -1.39 -0.20 1.81 0.11
H -2.880 0.397 -1.522 -0.05 0.42 0.48 0.09
H -2.296 0.023 1.908 1.89 0.64 1.81 0.10
H 0.312 1.523 4.526 -0.03 -0.49 -0.12 0.06
```
Forces are in eV/Å.

***

Entry 3:
Below is 2 unconnected molecules or ions with the total composition C7H10NO4, with properties calculated with ωB97M-V with the def2-TZVPD basis set.

The HOMO-LUMO gap is 7.24 eV. The HOMO energy comes out at -3.71 eV. The calculation puts the LUMO energy at 3.53 eV. As for the charge: -1. The spin multiplicity is 1.

Geometry as XYZ:
```
22
Properties=species:S:1:pos:R:3:forces:R:3:lowdin_charge:R:1
C 2.043 0.224 0.047 0.25 -0.48 0.31 -0.47
C -2.307 -0.415 0.568 4.38 -1.26 -1.11 0.06
C 0.194 1.587 0.666 0.02 0.06 -0.02 -0.12
C 1.107 2.266 -0.353 -0.47 0.34 0.03 -0.15
C 0.627 0.125 0.578 -0.04 0.22 -0.21 -0.26
C 0.096 -2.128 -0.509 0.15 0.04 -0.18 -0.13
C -0.171 -0.658 -0.438 -3.34 0.24 1.98 -0.14
N -3.043 0.471 -0.059 -1.09 0.66 0.35 -0.58
O -4.296 0.373 0.133 -0.22 0.20 -0.37 -0.12
O 2.888 -0.637 0.033 0.01 0.20 -0.04 0.09
O -2.559 1.470 -0.654 -0.07 0.05 -0.48 -0.12
O 2.259 1.436 -0.495 0.49 -0.06 -0.14 0.02
H -2.696 -1.407 0.726 -0.22 -0.10 -0.09 0.03
H 0.354 1.988 1.668 0.07 -0.02 0.01 0.12
H -0.852 1.704 0.378 0.07 0.01 0.16 0.07
H 0.617 2.343 -1.329 0.05 0.02 0.06 0.12
H 1.450 3.258 -0.047 -0.04 -0.10 -0.06 0.12
H 0.608 -0.396 1.537 0.09 0.02 -0.10 0.15
H 1.168 -2.314 -0.641 -0.01 -0.10 -0.03 0.06
H -0.210 -2.626 0.411 -0.02 -0.04 0.07 0.07
H -0.438 -2.578 -1.344 -0.05 -0.06 0.02 0.07
H -0.336 -0.149 -1.377 -0.04 0.14 -0.16 0.10
```
Forces are in eV/Å.

***

Entry 4:
Below is 2 unconnected molecules or ions with the total composition C7H10NOP, with properties calculated with ωB97M-V with the def2-TZVPD basis set.

The HOMO-LUMO gap is 8.85 eV. The HOMO energy comes out at -8.46 eV. The calculation puts the LUMO energy at 0.38 eV. As for the charge: 0. The spin multiplicity is 1.

Geometry as XYZ:
```
20
Properties=species:S:1:pos:R:3:forces:R:3:lowdin_charge:R:1
C 3.312 -0.466 -0.156 -0.84 -0.51 1.28 -0.22
C 2.035 0.179 -0.006 -2.38 1.20 0.91 -0.25
C 3.264 -1.800 0.001 -0.05 -0.35 -1.46 -0.36
C 0.965 -0.615 0.292 -1.10 0.01 -0.18 -0.27
C -1.071 0.220 1.016 3.45 0.66 0.59 -0.24
C -2.902 1.581 0.418 0.45 -3.79 -2.68 0.02
C -1.649 0.323 -1.349 -1.17 -1.64 -1.83 -0.09
N -1.703 0.791 -0.027 -0.27 0.17 3.06 -0.18
O -1.136 0.423 2.206 -0.23 -0.95 -2.48 0.07
P 1.539 -2.368 0.013 -0.31 1.02 0.13 0.85
H 4.151 0.137 0.029 1.46 0.55 -0.66 0.08
H 1.903 1.277 0.054 0.43 -0.64 -0.22 0.10
H 4.097 -2.472 -0.178 0.03 0.10 0.45 0.05
H -2.728 1.928 1.345 0.63 1.65 2.96 0.05
H -3.025 2.259 -0.359 -0.70 1.60 -0.92 0.07
H -3.703 0.845 0.470 -0.52 0.35 -0.08 0.11
H -2.225 1.027 -2.007 1.02 -0.53 0.44 0.11
H -0.633 0.098 -1.634 0.41 0.65 -0.31 0.06
H -2.129 -0.690 -1.488 -0.05 0.92 0.32 0.11
H 1.638 -2.676 1.360 -0.25 -0.44 0.70 -0.07
```
Forces are in eV/Å.

***

One value per record, in order, for energy above the lowest of the compared OMol25 structures with the same formula, charge and spin: 123.52 65.44 126.83 146.39 kcal/mol.